# 1
The following is a quantum chemistry calculation of a molecular structure, C27H26BO3PPdS4 at a distorted geometry, from the OMol25 dataset.

Total charge = -2
E_tot = -91353.913 eV
HOMO = -0.07 eV
Multiplicity = 1
Orbital gap = 4.45 eV

```
63
Properties=species:S:1:pos:R:3:forces:R:3:mulliken_charge:R:1
Pd 0.236122 1.396090 -1.171929 0.81 0.16 -0.73 -0.61
C -4.861351 3.081169 3.766939 0.13 -0.08 -0.13 -0.44
C -4.532703 1.733135 3.693919 -0.21 0.09 0.21 -0.66
C -3.605351 1.279207 2.770087 0.18 0.20 -0.19 -0.02
C -2.966956 2.163964 1.891607 -0.61 -0.17 0.28 -0.14
C -3.356351 3.508083 1.938226 0.31 -0.20 -0.03 -0.31
C -4.273804 3.963963 2.867487 -0.13 0.12 0.21 -0.56
P -1.742748 1.699534 0.581844 0.59 -0.04 -0.12 0.09
C -1.933076 -0.122938 0.549512 -0.26 -0.19 0.38 0.99
C -1.504784 -0.949747 1.593035 -0.03 0.14 -0.23 -0.06
C -1.816384 -2.300490 1.591506 0.12 -0.18 0.06 -0.71
C -2.534174 -2.857190 0.541463 0.02 0.08 -0.10 -0.49
C -2.926513 -2.049218 -0.520905 0.01 -0.24 0.08 -0.59
C -2.633370 -0.697378 -0.512699 -0.05 0.22 0.10 -0.72
C -0.173214 1.919678 1.514949 -0.01 0.38 0.20 0.79
C -0.025378 2.426522 2.802952 -0.09 -0.13 -0.01 -0.31
C 1.247558 2.745525 3.262339 0.00 0.08 0.14 -0.60
C 2.346370 2.575439 2.428991 0.02 -0.09 -0.06 -0.66
C 2.194479 2.058111 1.144385 0.07 -0.04 0.25 -0.09
C 0.931291 1.731336 0.662675 -0.57 0.12 0.06 -0.56
H -5.562513 3.438025 4.511591 -0.05 0.00 -0.03 0.36
H -5.008280 1.030566 4.370619 0.03 -0.01 -0.01 0.38
H -3.369037 0.225544 2.726288 0.00 -0.04 0.03 0.38
H -2.901411 4.198037 1.235078 -0.03 0.03 -0.01 0.37
H -4.539232 5.015176 2.898593 0.03 0.00 -0.03 0.37
H -0.919190 -0.521199 2.398729 -0.03 0.01 0.03 0.37
H -1.492412 -2.930239 2.414541 0.02 0.02 -0.01 0.31
H -2.768415 -3.915561 0.539987 0.00 0.00 0.00 0.35
H -3.453513 -2.488030 -1.359855 -0.01 0.06 -0.02 0.36
H -2.944172 -0.066169 -1.337179 0.07 -0.02 -0.05 0.32
H -0.892110 2.578811 3.439871 0.03 0.03 0.01 0.31
H 1.378468 3.148601 4.261950 0.00 -0.02 -0.01 0.35
H 3.332445 2.858056 2.786810 0.01 -0.02 -0.02 0.35
H 3.064641 1.925278 0.511380 -0.04 0.01 -0.06 0.40
O 1.602278 1.980338 -8.024877 0.05 -0.07 -0.09 -0.66
C 1.432900 1.859928 -6.827760 0.10 -0.26 0.25 0.54
S -0.007617 1.147447 -6.090256 0.16 0.32 0.02 -0.21
C 0.356804 1.565379 -4.402528 0.66 -0.08 -0.44 0.05
C 1.572749 2.122716 -4.165490 -0.42 -0.13 -0.34 -0.06
S 2.148110 2.748475 -2.673306 0.34 0.05 0.28 -0.46
S 2.630984 2.273556 -5.591434 -0.45 0.27 -0.08 -0.22
S -0.879171 1.178869 -3.263147 -0.54 -0.19 0.21 -0.53
C 4.133110 -2.006027 -0.579885 -0.14 0.01 -0.03 -2.10
C 2.626966 -2.006822 -0.330596 0.06 0.05 0.09 1.76
C 2.327343 -2.739371 0.978510 0.01 0.16 -0.09 -1.97
O 2.239962 -0.645756 -0.140430 0.29 -0.09 0.10 -0.20
B 1.148932 -0.329718 -0.932138 -0.44 0.16 -0.05 0.71
O 0.787634 -1.426133 -1.698583 -0.03 -0.47 0.02 -0.50
C 1.741694 -2.481369 -1.542751 0.10 0.10 -0.15 2.09
C 2.511740 -2.572732 -2.861405 -0.09 0.06 0.10 -2.15
C 0.974954 -3.776804 -1.308084 0.00 0.13 -0.09 -1.86
H 4.620854 -1.546196 0.280791 0.01 -0.05 0.03 0.44
H 4.374323 -1.402191 -1.452416 0.04 -0.05 -0.02 0.37
H 4.520613 -3.019492 -0.711166 0.03 0.00 -0.02 0.36
H 2.925627 -2.283799 1.769542 -0.01 -0.01 0.01 0.50
H 2.566699 -3.803562 0.918517 -0.02 0.00 0.01 0.35
H 1.277614 -2.608258 1.237317 -0.05 -0.08 0.04 0.17
H 2.923094 -1.596659 -3.117459 0.05 -0.02 -0.03 0.36
H 1.815049 -2.853713 -3.651895 0.00 0.02 -0.01 0.50
H 3.313819 -3.312955 -2.814343 0.01 0.00 -0.02 0.36
H 0.331897 -3.689930 -0.436911 -0.05 -0.05 0.09 0.27
H 1.650883 -4.627819 -1.187722 -0.01 -0.01 0.00 0.31
H 0.335226 -3.949091 -2.174881 0.01 -0.05 0.00 0.45
```
Positions in Å, forces in eV/Å.

# 2
The following is a quantum chemistry calculation of a molecular structure, FH2IP2 at a distorted geometry, from the OMol25 dataset.

E_tot = -29426.702 eV
HOMO = -9.20 eV
Multiplicity = 1
Orbital gap = 8.15 eV

```
6
Properties=species:S:1:pos:R:3:forces:R:3:mulliken_charge:R:1
F -2.265241 0.864198 -0.527701 -1.41 -0.01 0.07 -0.24
P -0.822127 1.470340 -0.795188 0.61 -1.02 -0.42 0.21
P -0.008977 -0.419443 -1.761402 -0.01 -1.26 1.63 -0.10
I 2.058868 0.906984 -2.083922 -0.02 -0.51 0.34 -0.01
H -0.367348 1.058509 0.455033 0.61 0.24 0.50 0.09
H 0.073055 -1.812161 -0.299208 0.22 2.56 -2.12 0.06
```
Positions in Å, forces in eV/Å.

# 3
The following is a quantum chemistry calculation of 2 unconnected molecules or ions with the total composition C10H11N at a distorted geometry, from the OMol25 dataset.

E_tot = -12032.554 eV
HOMO (spin up / spin down) = -7.64 / -7.64 eV
SMILES = C1=C(c2ccccc2)N1.C=C
Multiplicity = 1
Orbital gap (spin up / spin down) = 7.77 / 7.77 eV

```
22
Properties=species:S:1:pos:R:3:forces:R:3:mulliken_charge:R:1
C -1.862570 1.433528 -1.383375 2.75 -0.85 2.57 -0.46
C -0.803095 1.107396 -0.665469 -2.84 2.50 -1.86 0.07
C 0.508964 0.658537 -0.389623 0.10 -1.54 1.18 0.64
C 1.039972 -0.395979 -1.197879 0.34 1.63 1.56 -0.13
C 2.326790 -0.787609 -0.832185 -1.77 -3.58 -2.79 -0.62
C 2.923236 -0.352379 0.290473 1.33 0.90 1.97 -0.17
C 2.336406 0.507215 1.240023 -0.56 -0.16 -0.90 -0.66
C 1.059345 0.996926 0.909765 0.44 0.25 -1.66 -0.47
N -1.757062 2.261638 -0.172366 3.59 1.40 -3.67 -0.64
H -2.266370 1.544595 -2.339736 -0.83 0.05 -0.99 0.36
H 0.438809 -0.891824 -1.966911 0.49 0.50 0.10 0.45
H 2.666119 -1.766696 -1.360892 0.12 2.13 0.81 0.22
H 3.921753 -0.711287 0.461333 0.26 -0.19 0.37 0.37
H 2.900677 0.696271 2.166430 -0.65 0.17 -0.50 0.38
H 0.471378 1.743665 1.464278 0.52 -0.56 0.04 0.40
H -2.145989 1.929555 0.607678 -2.91 -2.05 3.44 0.23
C -1.896783 -1.380373 1.170390 2.66 -1.31 -0.01 -0.62
C -2.119391 -1.227846 -0.118231 1.89 -1.45 -1.44 -0.32
H -2.433634 -0.998603 1.967644 -1.85 0.47 1.15 0.32
H -0.977532 -1.901590 1.560566 -0.62 0.87 -0.78 0.18
H -3.066725 -0.969112 -0.533255 -0.35 0.68 -0.17 0.31
H -1.264304 -1.496025 -0.878653 -2.13 0.15 1.58 0.15
```
Positions in Å, forces in eV/Å.

no.,molar mass (Da)
1,675.0
2,209.9
3,145.2